Entry 1:
Computed, not measured: one molecule with the formula C4H10N2OS in a non-equilibrium geometry, with ωB97M-V with the def2-TZVPD basis set.

Summary:
SMILES string = C/N=C(\CCO)NS
Gap between HOMO and LUMO = 9.99 eV
E_LUMO = 0.027 Ha
Energy relative to the best compared isomer or geometry (same formula, charge and spin) = 38.84 kcal per mole
Maximum force = 1.46 eV Å⁻¹

```
! RIJCOSX wB97M-V def2-TZVPD def2/J DEFGRID3
* xyz 0 1
C 1.72768 -1.54803 0.06822
C -0.40781 -0.57590 -0.10249
C -0.11684 0.57077 0.82787
C 0.20471 1.83503 0.01044
H 1.73568 -1.78103 1.13705
H 2.24977 -2.35963 -0.44106
H 2.26050 -0.60028 -0.07346
H 0.69141 0.33339 1.45655
H -0.97090 0.76330 1.45445
H -0.71347 2.23011 -0.51709
H 0.50948 2.62917 0.68034
H 0.99341 1.04176 -1.55494
H -1.73515 -1.32498 -1.42832
H -3.36719 -0.88926 0.76826
N 0.38118 -1.51080 -0.46495
N -1.63931 -0.53034 -0.79858
O 1.28059 1.65738 -0.87217
S -3.08375 0.05933 -0.15011
*
```


Entry 2:
Computed, not measured: one molecule with the formula C6H8O2 in a non-equilibrium geometry, with ωB97M-V with the def2-TZVPD basis set.

Summary:
SMILES string = C1OCC2=C1COC2
Gap between HOMO and LUMO = 10.31 eV
E_LUMO = 0.034 Ha
Energy relative to the best compared isomer or geometry (same formula, charge and spin) = 110.59 kcal per mole
Maximum force = 8.09 eV Å⁻¹

```
! RIJCOSX wB97M-V def2-TZVPD def2/J DEFGRID3
* xyz 0 1
C -1.40696 -1.24527 0.03813
C -1.27976 1.20012 0.02021
C 0.05643 0.54914 -0.49577
C 0.01732 -0.70256 -0.45795
C 1.33323 -1.21644 -0.03117
C 1.31611 1.22851 -0.13230
H -1.78321 -1.77589 -0.74390
H -1.44504 -1.71343 0.95576
H -1.08492 1.70876 1.21935
H -2.09235 1.93198 -0.46677
H 1.67690 -1.80331 -0.92799
H 1.40798 -1.90618 0.83535
H 1.74525 1.84475 -0.93462
H 1.41210 1.91111 0.77776
O -2.12241 0.03295 0.08405
O 2.24933 -0.04423 0.25985
*
```


Entry 3:
Computed, not measured: C23H19BF2N6ORuS as an isolated structure in a non-equilibrium geometry, with ωB97M-V with the def2-TZVPD basis set.

Summary:
Gap between HOMO and LUMO (alpha / beta) = 6.43 / 6.37 eV
E_LUMO (alpha / beta) = -0.126 / -0.127 Ha
<S²> = 0.754
Maximum force = 1.29 eV Å⁻¹

```
! RIJCOSX wB97M-V def2-TZVPD def2/J DEFGRID3
* xyz 1 2
Ru 0.39275 -0.33115 0.72991
O -1.34430 1.93718 0.05091
C -2.70708 1.84051 0.05476
C -3.40976 3.02177 -0.13883
C -4.79093 3.03701 -0.10852
C -5.49184 1.86271 0.12545
C -4.79220 0.68858 0.32150
C -3.39209 0.64507 0.27995
C -2.76102 -0.66507 0.51437
N -1.66895 -0.97378 1.22097
C -1.65966 -2.35595 1.31951
C -2.70860 -2.88182 0.65015
N -3.39134 -1.79740 0.14774
H -2.84112 3.92551 -0.30973
H -5.31938 3.96878 -0.25788
H -6.57150 1.86374 0.17246
H -5.34576 -0.21161 0.55610
H -0.90237 -2.87173 1.88486
H -3.02687 -3.89310 0.47498
H -4.23002 -1.82627 -0.40743
C 4.45473 -0.94195 1.93281
C 3.06314 -0.87275 1.83641
N 2.35543 0.04221 1.19644
C 3.05844 1.09002 0.49206
C 4.54310 1.09671 0.65742
C 5.18141 0.06097 1.31908
C 5.18036 2.19545 0.08362
C 4.45834 3.31719 -0.27242
C 3.19744 3.51112 0.33562
C 2.59261 4.77465 0.52027
C 1.45326 4.85852 1.26117
N 0.87832 3.79230 1.87619
C 1.44893 2.64875 1.67656
N 2.54515 2.45754 0.90781
H 4.90955 -1.74125 2.49463
H 2.47326 -1.63729 2.33396
H 2.79102 1.07871 -0.57496
H 6.26476 0.07098 1.36136
H 6.25870 2.19574 -0.02910
H 4.93028 4.17519 -0.72553
H 3.05296 5.65095 0.08911
H 0.96100 5.81133 1.40859
H 1.06346 1.76234 2.16690
F -1.12636 0.45449 -1.80057
B -0.54328 1.17907 -0.81688
F 0.65161 1.76496 -1.13453
S 2.65788 -2.34073 -2.46407
C 2.49702 -3.40526 -1.14402
C 1.61090 -2.90508 -0.25385
N 1.07191 -1.67855 -0.59561
C 1.56319 -1.27367 -1.75440
H 3.03155 -4.33812 -1.09429
H 1.28046 -3.38894 0.65151
H 1.25815 -0.35219 -2.22482
*
```


Entry 4:
Computed, not measured: one molecule with the formula C8H15N3 in a non-equilibrium geometry, with ωB97M-V with the def2-TZVPD basis set.

Summary:
SMILES string = CN1CCCN2CCCN=C12
Gap between HOMO and LUMO = 8.54 eV
E_LUMO = 0.035 Ha
Energy relative to the best compared isomer or geometry (same formula, charge and spin) = 35.48 kcal per mole
Maximum force = 2.98 eV Å⁻¹

```
! RIJCOSX wB97M-V def2-TZVPD def2/J DEFGRID3
* xyz 0 1
N -0.40929 0.41008 -1.68484
C -0.08183 0.37105 -0.43080
N -0.44902 1.44343 0.41490
N 0.56386 -0.71419 0.13864
C -1.37397 2.52807 0.12005
C -0.16322 -0.70533 -2.59287
C 0.93742 -1.84653 -0.77233
C 0.18862 1.52376 1.72172
C 0.84581 -0.88725 1.57236
C -0.14265 -1.98945 -1.85014
C -0.02720 0.16058 2.38216
H -2.15416 2.55561 0.89724
H -0.80223 3.56422 0.09590
H -1.87495 2.36788 -0.83928
H 0.87619 -0.58770 -3.14547
H -0.86750 -0.67312 -3.38034
H 1.82477 -1.52792 -1.31374
H 1.25750 -2.78159 -0.34099
H 1.25776 1.84697 1.59493
H -0.34308 2.34673 2.23346
H 0.71947 -1.96754 1.68745
H 1.91191 -0.62554 1.79918
H -1.04930 -2.17563 -1.41060
H 0.09073 -2.67717 -2.63032
H 0.34711 0.10057 3.45267
H -1.08275 -0.06001 2.28106
*
```


Entry 5:
Computed, not measured: a 2-piece molecular cluster, C6H18N2 overall in a non-equilibrium geometry, with ωB97M-V with the def2-TZVPD basis set.

Summary:
SMILES string = CN(C)C.CN(C)C
Gap between HOMO and LUMO = 9.18 eV
E_LUMO = 0.038 Ha
Energy relative to the best compared isomer or geometry (same formula, charge and spin) = 41.08 kcal per mole
Maximum force = 2.54 eV Å⁻¹

```
! RIJCOSX wB97M-V def2-TZVPD def2/J DEFGRID3
* xyz 0 1
N -1.06596 0.48650 -1.60574
C -1.65245 1.66276 -2.37489
C -1.52298 -0.79814 -2.11440
C 0.38264 0.37063 -1.77691
H -1.09226 2.58556 -2.14854
H -2.71622 1.82932 -2.13559
H -1.56329 1.45283 -3.45405
H -1.03985 -1.68540 -1.67173
H -1.36235 -0.81767 -3.20547
H -2.60686 -0.85265 -1.91733
H 0.90744 -0.43879 -1.24209
H 0.69584 1.33701 -1.34724
H 0.68276 0.34357 -2.83795
N 0.56746 -0.38734 1.83805
C 0.36146 0.83095 2.65357
C 1.77780 -0.39366 1.02034
C 0.55360 -1.69082 2.61539
H 0.55568 1.76812 2.10530
H 0.95598 0.83718 3.58261
H -0.70812 0.79476 2.92058
H 1.73603 -1.04561 0.13162
H 2.51412 -0.81034 1.72804
H 2.11873 0.60732 0.70665
H -0.39363 -1.60942 3.17461
H 1.38403 -1.75939 3.33809
H 0.53046 -2.61719 2.01714
*
```


Entry 6:
Computed, not measured: a 2-piece molecular cluster, C7H10O2 overall in a non-equilibrium geometry, with ωB97M-V with the def2-TZVPD basis set.

Summary:
SMILES string = COc1ccccc1.O
Gap between HOMO and LUMO = 9.81 eV
E_LUMO = 0.032 Ha
Energy relative to the best compared isomer or geometry (same formula, charge and spin) = 33.95 kcal per mole
Maximum force = 5.57 eV Å⁻¹

```
! RIJCOSX wB97M-V def2-TZVPD def2/J DEFGRID3
* xyz 0 1
C -2.14440 -0.68971 0.84481
C -1.75045 0.24177 -1.28761
C -0.85080 -1.00552 1.07284
C -0.42044 -0.08758 -1.11605
C -2.61046 -0.07713 -0.27525
C 0.03496 -0.68374 0.06013
C 2.44657 -0.51697 -0.45774
O 0.82729 1.74846 1.31028
O 1.39077 -0.94076 0.33864
H -2.77975 -1.06227 1.57588
H -2.22958 0.70871 -2.13510
H -0.58329 -1.45941 1.92107
H 0.30623 0.04968 -2.02459
H -3.57452 0.21630 -0.51820
H 1.13213 1.05366 1.76576
H 2.15957 0.16233 -1.18692
H 2.93316 -1.36500 -0.99234
H 3.23616 0.08010 0.12038
H 0.32060 1.43298 0.62228
*
```